Record 1
4
Properties=species:S:1:pos:R:3:forces:R:3:lowdin_charge:R:1 method="wB97M-V/def2-TZVPD" total_energy_ev=-27880.7661 spin_multiplicity=1 fmax_ev_per_a=3.1 e_above_lowest_ev=0.3995 homo_lumo_gap_ev=7.36
P -1.026 1.201 -0.277 -0.030 -0.862 -0.604 0.054
P -1.050 -0.822 -0.512 -0.545 0.987 0.102 0.055
P 0.368 -0.004 0.903 2.648 -1.152 -1.155 -0.003
H 1.707 -0.374 -0.114 -2.073 1.026 1.657 -0.107

=====

Record 2
17
Properties=species:S:1:pos:R:3:forces:R:3:lowdin_charge:R:1 method="wB97M-V/def2-TZVPD" total_energy_ev=-6386.7487 spin_multiplicity=2 fmax_ev_per_a=6.3 e_above_lowest_ev=1.6320 s_squared=0.750 homo_lumo_gap_ev="2.66 / 9.99" charge=-1
C 2.381 -0.351 -0.631 0.030 1.518 1.780 -0.242
C 2.439 -1.369 0.584 0.152 -2.062 -5.951 -0.175
H 3.196 0.417 -0.541 -0.783 -0.390 0.200 0.048
H 2.678 -0.860 -1.502 -0.310 -0.620 -1.450 0.008
H 1.390 0.201 -0.715 1.294 -0.779 -0.048 0.054
H 2.892 -0.908 1.374 1.208 0.419 2.337 0.006
H 1.440 -1.689 0.700 -1.090 -0.285 0.961 0.011
H 2.936 -2.342 0.042 -0.500 2.195 2.177 0.106
C -2.168 0.897 -0.184 -0.662 0.350 2.150 -0.576
C -1.946 -0.390 0.659 -2.443 -0.558 0.868 -0.227
O -0.863 1.302 -0.363 0.420 -2.845 3.176 -0.264
H -2.755 0.594 -1.077 0.468 0.726 0.208 0.052
H -2.667 1.735 0.465 0.119 -1.558 -1.367 0.095
H -0.933 -0.750 0.442 -0.566 -0.220 0.142 0.041
H -0.601 1.854 -1.008 0.644 3.439 -3.989 -0.055
H -2.788 -1.115 0.365 1.405 0.479 0.302 0.054
H -2.122 -0.279 1.788 0.612 0.192 -1.496 0.064